The ion C7H10NO2 with charge +1 at a distorted geometry, computed with wB97M-V/def2-TZVPD.

The calculation puts the maximum force at 0.0889 hartree/bohr. The calculated total energy comes out at -477.63261 hartree. Its HOMO energy is -12.69 eV. The orbital gap is 9.3 eV. The value obtained for the energy above the lowest of the compared OMol25 structures with the same formula, charge and spin is 170.0 kJ/mol. The LUMO energy is -0.125 Eh.

ORCA input file:
```
! wB97M-V def2-TZVPD RIJCOSX def2/J DEFGRID3
* xyz 1 1
O 2.114 2.066 -0.684
H 1.986 1.184 1.413
H -3.906 0.029 -1.259
H 1.168 -1.789 -1.130
C 0.683 0.091 0.044
N 1.068 0.638 1.342
H -1.668 -0.954 -1.804
C -2.708 1.101 0.399
C -0.770 0.285 -0.087
H 1.406 -0.106 1.917
C -2.970 0.379 -0.723
H 2.278 -1.105 0.133
H -3.253 1.690 0.972
O -1.420 1.095 0.773
H 1.175 0.920 -2.075
C 1.275 -1.239 -0.112
C -1.679 -0.276 -0.970
H 0.638 -1.990 0.421
C 1.389 1.187 -1.079
H 0.346 1.286 1.765
*
```

Here are the Mulliken charges for atoms 1 to 8, given in e: -0.44, 0.41, 0.34, 0.35, 1.12, -0.24, 0.41, -0.51